i.
The following is a quantum chemistry calculation of 2 unconnected molecules or ions with the total composition C11H18O, from OMol25.

Bonds (Å) are listed after each position.
Geometry (Å):
1 C 1.248 -2.938 -0.230  C2 1.550, H9 1.110, H10 1.041, H11 1.115
2 C 1.088 -1.399 -0.156  C1 1.550, C3 1.482, H12 1.203, H13 1.120
3 C 0.922 -0.647 -1.423  C2 1.482, C4 1.386, C8 1.457
4 C 0.007 -0.922 -2.428  C3 1.386, C5 1.414, H14 1.093
5 C -0.242 0.048 -3.426  C4 1.414, C6 1.403, H15 1.106
6 C 0.454 1.264 -3.484  C5 1.403, C7 1.393, H16 1.092
7 C 1.281 1.648 -2.431  C6 1.393, C8 1.427, H17 1.174
8 C 1.545 0.670 -1.427  C3 1.457, C7 1.427, H18 1.040
9 H 0.613 -3.456 -0.978  C1 1.110
10 H 1.225 -3.396 0.705  C1 1.041
11 H 2.259 -3.088 -0.675  C1 1.115
12 H 0.189 -1.258 0.630  C2 1.203
13 H 2.003 -1.061 0.394  C2 1.120
14 H -0.519 -1.879 -2.450  C4 1.093
15 H -0.976 -0.059 -4.247  C5 1.106
16 H 0.397 1.921 -4.355  C6 1.092
17 H 1.759 2.721 -2.408  C7 1.174
18 H 2.311 0.941 -0.778  C8 1.040
19 C -1.084 1.627 4.084  C20 1.539, H23 1.032, H24 1.172, H25 1.132
20 C -1.264 0.318 3.294  C19 1.539, C21 1.523, O22 1.456, H26 1.134
21 C -2.698 0.144 2.810  C20 1.523, H27 1.181, H28 1.077, H29 1.197
22 O -0.491 0.426 2.065  C20 1.456, H30 0.998
23 H -1.970 1.844 4.567  C19 1.032
24 H -0.822 2.448 3.290  C19 1.172
25 H -0.256 1.549 4.852  C19 1.132
26 H -0.806 -0.638 3.697  C20 1.134
27 H -3.555 0.808 3.278  C21 1.181
28 H -2.752 0.259 1.741  C21 1.077
29 H -2.997 -0.992 3.043  C21 1.197
30 H 0.291 1.046 2.073  O22 0.998

Calculated values
- Structure (SMILES): CCc1ccccc1.CC(C)O
- HOMO: -8.602 eV
- Total charge: 0
- LUMO level: 0.82 eV


ii.
The following is a quantum chemistry calculation of 2 unconnected molecules or ions with the total composition C11H18O, from OMol25.

Bonds (Å) are listed after each position.
Geometry (Å):
1 C -0.957 1.028 -2.803  C2 1.472, H10 1.116, H11 1.094, H12 1.162
2 C 0.468 0.663 -2.862  C1 1.472, C3 1.539, H13 1.237, H14 1.163
3 C 1.163 0.476 -1.501  C2 1.539, C4 1.402, C9 1.370
4 C 1.414 1.723 -0.910  C3 1.402, C5 1.359, H15 1.020
5 C 1.845 1.710 0.379  C4 1.359, C6 1.377, H16 1.184
6 C 2.254 0.580 1.051  C5 1.377, O7 1.357, C8 1.334
7 O 2.752 0.493 2.311  C6 1.357, H17 1.085
8 C 2.336 -0.551 0.349  C6 1.334, C9 1.457, H18 1.073
9 C 1.632 -0.673 -0.921  C3 1.370, C8 1.457, H19 1.079
10 H -1.300 1.170 -1.750  C1 1.116
11 H -1.579 0.202 -3.158  C1 1.094
12 H -1.287 1.920 -3.470  C1 1.162
13 H 0.489 -0.427 -3.445  C2 1.237
14 H 1.120 1.317 -3.570  C2 1.163
15 H 1.026 2.511 -1.428  C4 1.020
16 H 2.007 2.694 1.017  C5 1.184
17 H 2.431 1.254 3.016  O7 1.085
18 H 2.819 -1.377 0.835  C8 1.073
19 H 1.648 -1.658 -1.361  C9 1.079
20 C -1.942 -0.316 2.637  C21 1.564, H23 1.090, H24 1.055, H25 1.082
21 C -2.156 -0.933 1.215  C20 1.564, C22 1.432, H26 1.165, H27 1.123
22 C -1.439 -2.131 0.898  C21 1.432, H28 1.123, H29 1.039, H30 1.110
23 H -2.632 -0.881 3.263  C20 1.090
24 H -0.958 -0.497 2.972  C20 1.055
25 H -2.295 0.705 2.702  C20 1.082
26 H -2.087 -0.049 0.459  C21 1.165
27 H -3.274 -1.045 1.219  C21 1.123
28 H -0.653 -2.411 1.649  C22 1.123
29 H -0.984 -2.385 0.000  C22 1.039
30 H -1.861 -3.110 1.207  C22 1.110

Calculated values
- Structure (SMILES): CCc1ccc(O)cc1.CCC
- HOMO: -8.531 eV
- Total charge: 0
- LUMO level: 0.70 eV


The structure with the least stability is ii.


i.
The following is a quantum chemistry calculation of 2 unconnected molecules or ions with the total composition C4H4NO2S, from OMol25.

Bonds (Å) are listed after each position.
Geometry (Å):
1 C -0.016 -0.120 -1.440  C2 1.327, C4 1.526, H9 1.079
2 C -0.775 0.074 -0.369  C1 1.327, N5 1.353, H10 1.077
3 C -0.857 1.089 2.331  O6 1.171, O7 1.172
4 C 1.260 -0.899 -1.137  C1 1.526, S8 1.844, H11 1.044, H12 1.052
5 N -0.269 -0.172 0.862  C2 1.353, S8 1.737
6 O -1.904 1.476 1.976  C3 1.171
7 O 0.003 1.098 3.127  C3 1.172
8 S 1.392 -0.649 0.685  C4 1.844, N5 1.737
9 H -0.093 0.184 -2.472  C1 1.079
10 H -1.806 0.365 -0.486  C2 1.077
11 H 0.946 -1.855 -1.416  C4 1.044
12 H 2.119 -0.591 -1.661  C4 1.052

Calculated values
- HOMO: -2.315 eV
- Total charge: -1
- LUMO level: 3.77 eV


ii.
The following is a quantum chemistry calculation of a gas-phase ion, C4H4NO2S (charge -1), from OMol25.

Bonds (Å) are listed after each position.
Geometry (Å):
1 C 0.431 0.616 0.325  C4 1.523, N5 1.384
2 C -0.653 0.651 -1.727  O6 1.173, S8 1.901
3 C 0.848 -1.447 -0.850  N5 1.331, O7 1.222, S8 1.769
4 C -0.478 1.015 1.480  C1 1.523, H9 1.005, H10 1.126, H11 1.046
5 N 0.578 -0.759 0.257  C1 1.384, C3 1.331, H12 1.032
6 O -0.860 1.577 -2.416  C2 1.173
7 O 1.178 -2.622 -0.794  C3 1.222
8 S 0.592 -0.622 -2.394  C2 1.901, C3 1.769
9 H 0.116 1.000 2.290  C4 1.005
10 H -1.244 0.246 1.778  C4 1.126
11 H -0.930 1.899 1.152  C4 1.046
12 H 0.422 -1.553 0.898  N5 1.032

Calculated values
- HOMO (alpha / beta): -2.482 / -2.482 eV
- Total charge: -1
- LUMO level (alpha / beta): 3.88 / 3.88 eV


The structure with the least stability is ii.


i.
The following is a quantum chemistry calculation of 3 unconnected molecules or ions with the total composition C4H14O4, from OMol25.

Bonds (Å) are listed after each position.
Geometry (Å):
1 O 1.859 -0.754 -0.452  C2 1.413, H7 0.965
2 C 1.270 -0.789 -1.735  O1 1.413, C3 1.534, H8 1.105, H9 1.087
3 C -0.244 -0.541 -1.757  C2 1.534, C4 1.528, H10 1.094, H11 1.084
4 C -0.558 0.950 -1.633  C3 1.528, C5 1.543, H12 1.090, H13 1.085
5 C -0.431 1.657 -0.268  C4 1.543, O6 1.445, H14 1.075, H15 1.086
6 O 0.914 1.770 0.246  C5 1.445, H16 0.964
7 H 1.791 0.111 -0.029  O1 0.965
8 H 1.833 -0.173 -2.460  C2 1.105
9 H 1.466 -1.804 -2.069  C2 1.087
10 H -0.464 -0.806 -2.795  C3 1.094
11 H -0.677 -1.135 -0.961  C3 1.084
12 H -1.612 1.113 -1.860  C4 1.090
13 H 0.066 1.521 -2.312  C4 1.085
14 H -0.985 1.085 0.454  C5 1.075
15 H -0.827 2.661 -0.392  C5 1.086
16 H 1.401 2.199 -0.468  O6 0.964
17 O -1.265 -0.119 4.495  H18 0.959, H19 0.970
18 H -1.944 -0.640 4.930  O17 0.959
19 H -1.337 0.810 4.765  O17 0.970
20 O -0.247 -2.731 1.395  H21 0.962, H22 0.962
21 H -0.020 -2.106 0.700  O20 0.962
22 H 0.011 -2.278 2.204  O20 0.962

Calculated values
- Structure (SMILES): OCCCCO.O.O
- HOMO: -10.065 eV
- Total charge: 0
- LUMO level: 0.67 eV


ii.
The following is a quantum chemistry calculation of 3 unconnected molecules or ions with the total composition C4H14O4, from OMol25.

Bonds (Å) are listed after each position.
Geometry (Å):
1 O -0.309 3.134 -2.719  C2 1.445, H7 0.961
2 C -0.190 1.772 -2.249  O1 1.445, C3 1.536, H8 1.090, H9 1.091
3 C -1.388 1.455 -1.342  C2 1.536, C4 1.540, H10 1.082, H11 1.089
4 C -1.244 0.224 -0.427  C3 1.540, C5 1.535, H12 1.086, H13 1.085
5 C -0.177 -0.794 -0.852  C4 1.535, O6 1.448, H14 1.092, H15 1.092
6 O 0.016 -1.770 0.201  C5 1.448, H16 0.971
7 H 0.179 3.730 -2.144  O1 0.961
8 H -0.207 1.213 -3.184  C2 1.090
9 H 0.793 1.653 -1.792  C2 1.091
10 H -2.202 1.304 -2.039  C3 1.082
11 H -1.563 2.353 -0.753  C3 1.089
12 H -2.198 -0.274 -0.279  C4 1.086
13 H -0.806 0.540 0.514  C4 1.085
14 H 0.810 -0.327 -0.889  C5 1.092
15 H -0.374 -1.345 -1.773  C5 1.092
16 H -0.740 -2.377 0.256  O6 0.971
17 O 0.887 -3.561 2.635  H18 0.967, H19 0.967
18 H 1.160 -2.772 3.123  O17 0.967
19 H 1.271 -3.384 1.765  O17 0.967
20 O 1.777 -0.403 3.749  H21 0.967, H22 0.970
21 H 2.730 -0.403 3.583  O20 0.967
22 H 1.777 0.032 4.617  O20 0.970

Calculated values
- Structure (SMILES): OCCCCO.O.O
- HOMO: -10.260 eV
- Total charge: 0
- LUMO level: 0.53 eV


The structure with the least stability is ii.